No. 1
Density functional theory data (the ωB97M-V functional and the def2-TZVPD basis) for 2 unconnected molecules or ions with the total composition C2H5ClS2 in a non-equilibrium geometry.

Calculated values
- highest occupied orbital energy (eV) = -9.26
- spin multiplicity = 1
- max |F| (eV/Å) = 2.47
- frontier orbital gap (eV) = 9.01
- energy relative to the best compared isomer or geometry (same formula, charge and spin) (eV) = 3.474

Last column: natural (NBO) charge in e.
CARTESIAN COORDINATES (ANGSTROEM)
C (-1.2918, 0.9595, -0.1101)  -0.60
C (1.5138, 0.0051, -0.7770)  -0.56
S (1.8111, 0.3863, 0.8140)  0.16
S (0.9822, -1.4641, -1.2786)  0.20
Cl (-1.4831, -0.4327, 1.0015)  -0.08
H (-0.3327, 0.9758, -0.7930)  0.24
H (-1.2808, 1.9303, 0.5356)  0.23
H (-2.0868, 0.7680, -0.8182)  0.22
H (1.1782, -0.5867, 1.7632)  0.10
H (0.9899, -2.5415, -0.3373)  0.08

Atomic forces in eV per Å
1.5 1.3 -0.4
0.2 -0.8 1.3
-0.4 -0.5 1.5
-0.1 -1.4 -0.9
0.4 0.1 -0.1
-1.7 -0.4 1.8
-0.5 -1.8 -1.5
-0.5 0.9 0.1
1.1 0.9 -1.8
0.0 1.5 0.0

***

No. 2
Density functional theory data (the ωB97M-V functional and the def2-TZVPD basis) for a molecular structure, C2H5CuO3 in a non-equilibrium geometry.

Calculated values
- highest occupied orbital energy (spin up / spin down) (eV) = -20.90 / -20.79
- spin multiplicity = 3
- <S²> = 2.0210
- max |F| (eV/Å) = 4.60
- frontier orbital gap (spin up / spin down) (eV) = 8.40 / 6.54
- total charge = +2
- energy relative to the best compared isomer or geometry (same formula, charge and spin) (eV) = 1.273

Last column: Mulliken spin population.
CARTESIAN COORDINATES (ANGSTROEM)
H (1.8745, 0.2655, 0.3398)  0.02
O (0.6845, 1.2958, 1.5159)  0.45
O (-0.4351, 0.8922, 2.0793)  0.66
C (1.1538, 1.0912, 0.2932)  0.14
H (1.0253, 2.0120, -0.2812)  0.01
Cu (-1.2314, -0.7002, 1.6335)  0.58
O (-1.4254, -1.2486, -0.1173)  0.16
C (-0.7245, -1.0201, -1.1766)  -0.03
H (-1.3530, -0.9031, -2.0873)  0.00
H (0.4024, 0.1249, -0.8359)  0.02
H (0.0289, -1.8097, -1.3632)  -0.01

Atomic forces in eV per Å
0.9 1.0 -0.4
-2.1 0.4 3.0
1.5 0.7 -0.7
-0.9 -2.5 -3.7
1.0 -0.1 -0.3
-1.0 -1.3 -0.5
0.6 1.5 0.7
-1.4 -3.3 -0.5
0.5 1.5 0.3
0.0 1.1 1.7
1.0 1.0 0.3